[1]
The following is a quantum chemistry calculation of a molecular structure, C26H20CuN2O3S, from the Open Molecules 2025 dataset.

The geometry in ORCA input format:
```
! wB97M-V def2-TZVPD RIJCOSX def2/J DEFGRID3
* xyz -2 2
Cu -10.2128 -0.4110 -10.9201
C -15.5080 3.4243 -10.1675
C -14.8878 2.2253 -10.8684
C -15.4702 0.9391 -10.7807
C -14.8790 -0.2134 -11.2782
C -13.6151 -0.0484 -11.8318
C -13.0943 1.1900 -12.0619
C -13.7583 2.3248 -11.5471
S -12.7623 -1.5411 -12.0983
O -13.7289 -2.6536 -12.1194
O -12.0307 -1.4465 -13.3005
N -11.8638 -1.6274 -10.8082
C -12.5903 -1.6663 -9.6001
C -13.5398 -2.5870 -9.2711
C -14.0265 -2.6013 -7.8112
C -13.6930 -1.5690 -7.0459
C -12.7407 -0.5530 -7.4069
C -12.4678 0.6580 -6.6101
C -11.7491 1.7438 -7.0322
C -11.1462 1.3761 -8.3518
N -11.2039 0.2352 -9.0071
C -12.2365 -0.6278 -8.6705
H -14.8720 3.7684 -9.3305
H -16.5290 3.3049 -9.8812
H -15.3871 4.3602 -10.7938
H -16.4313 0.7530 -10.2742
H -15.3957 -1.1966 -11.2503
H -12.0805 1.1767 -12.4113
H -13.2134 3.2039 -11.7660
H -13.9492 -3.4697 -10.0168
H -14.8775 -3.0487 -7.5372
H -14.2031 -1.2973 -6.0006
H -13.0581 0.8405 -5.7293
H -7.7227 -1.7467 -5.8813
H -10.3852 2.0986 -8.6833
O -6.7484 -2.7817 -5.3254
C -7.9428 4.0302 -13.4924
C -8.7667 3.7582 -12.3963
C -9.0931 2.4873 -12.0280
C -8.6467 1.3320 -12.8133
C -8.9334 -0.0285 -12.3879
C -8.6073 -1.0001 -13.3001
C -8.0061 -0.6763 -14.5366
C -7.6489 0.5631 -14.8798
C -7.9610 1.6213 -14.0083
C -7.5799 2.9701 -14.3180
H -7.7133 5.0876 -13.8419
H -9.1998 4.5276 -11.7173
H -9.8988 2.4417 -11.3124
H -8.9023 -1.9640 -13.1780
H -7.9284 -1.5410 -15.2217
H -6.8757 0.9114 -15.6931
H -7.0713 3.1365 -15.2690
*
```

## Properties
**<S²>**: 0.793
**Energy**: -91875.2923 eV
**Strongest force on any atom**: 5.76 eV Å⁻¹

[2]
The following is a quantum chemistry calculation of 2 unconnected molecules or ions with the total composition C5H15NO, from the Open Molecules 2025 dataset.

The geometry in ORCA input format:
```
! wB97M-V def2-TZVPD RIJCOSX def2/J DEFGRID3
* xyz 0 1
C -0.5817 -1.2296 2.0820
C -0.6522 -0.8761 0.5964
C 0.6233 -0.2697 0.0336
C 1.7363 -1.2922 -0.0869
N 0.2966 0.4205 -1.2220
C 1.4304 1.0520 -1.8908
H -0.0085 -2.1524 2.2083
H -1.5713 -1.4144 2.5007
H -0.0683 -0.4752 2.6920
H -0.8848 -1.8025 0.0717
H -1.4464 -0.1560 0.4216
H 0.9385 0.5337 0.7018
H 2.6957 -0.8766 -0.3939
H 1.9075 -1.7545 0.8839
H 1.3884 -2.1075 -0.7253
H -0.1982 -0.1987 -1.8546
H 1.0675 1.9100 -2.4598
H 1.9344 0.3997 -2.6076
H 2.1211 1.4363 -1.1406
O -2.6469 1.9491 0.4962
H -1.6843 1.9641 0.5587
H -2.7657 1.7173 -0.4411
*
```

## Properties
**SMILES**: CC[C@@H](C)NC.O
**ΔE to the lowest compared entry with this formula, charge and spin**: 15.7 kcal/mol
**Strongest force on any atom**: 0.66 eV Å⁻¹

[3]
The following is a quantum chemistry calculation of a single C4H9NS molecule, from the Open Molecules 2025 dataset.

The geometry in ORCA input format:
```
! wB97M-V def2-TZVPD RIJCOSX def2/J DEFGRID3
* xyz 0 1
N -0.8716 -0.9290 1.1097
C -0.1744 -0.6819 -0.1349
C -0.4660 0.6910 -0.6641
S 0.1374 1.8925 0.5866
C 1.2538 -1.1818 -0.4473
C 0.1032 -1.7157 -1.2394
H -1.7788 -1.3114 0.8785
H -0.3822 -1.5542 1.7306
H 0.0004 0.9489 -1.5682
H -1.5158 0.8206 -0.7799
H -0.1178 0.9974 1.5474
H 1.7417 -1.8798 0.1875
H 1.9348 -0.4402 -0.8794
H -0.0609 -1.2976 -2.2208
H -0.2185 -2.7309 -1.1342
*
```

## Properties
**SMILES**: NC1(CS)CC1
**ΔE to the lowest compared entry with this formula, charge and spin**: 29.5 kcal/mol
**Strongest force on any atom**: 2.05 eV Å⁻¹

[4]
The following is a quantum chemistry calculation of 5 unconnected molecules or ions with the total composition C4H21N3O5, from the Open Molecules 2025 dataset.

The geometry in ORCA input format:
```
! wB97M-V def2-TZVPD RIJCOSX def2/J DEFGRID3
* xyz 0 1
N 2.1017 0.2951 1.0921
C 0.7143 0.6830 1.3908
N 0.0015 0.1660 0.1999
C -1.4550 0.1494 0.2721
C -1.9149 -0.0515 -1.1704
N -1.0757 0.9527 -2.0507
C -2.0894 -1.0599 1.2719
O -2.5848 -0.4711 2.4719
H 2.5267 -0.4974 1.5496
H 2.1754 0.3368 0.0714
H 0.7791 1.8149 1.2373
H 0.1844 0.2694 2.3326
H 0.4372 -0.6810 0.0338
H -1.7383 1.0429 0.8025
H -3.0456 0.0966 -1.4041
H -1.7253 -1.0446 -1.5783
H -0.1946 0.5567 -2.2018
H -1.6983 1.2717 -2.6680
H -2.9678 -1.5553 0.8532
H -1.1672 -1.6911 1.7025
H -3.2129 0.3102 2.1106
O 2.2644 1.8450 -2.5899
H 2.2360 2.5986 -2.1210
H 2.0594 1.0894 -2.2269
O 1.8908 -3.8514 -0.0615
H 1.7180 -3.3944 0.6757
H 1.8992 -3.2865 -0.8852
O -1.2133 2.0367 2.5954
H -1.4958 1.4306 3.2833
H -0.5408 2.6224 2.8015
O 2.1228 -0.8771 -2.4188
H 3.0046 -0.4588 -2.0968
H 2.0040 -0.6480 -3.2748
*
```

## Properties
**SMILES**: NCN[C@@H](CN)CO.O.O.O.O
**ΔE to the lowest compared entry with this formula, charge and spin**: 107.2 kcal/mol
**Strongest force on any atom**: 7.50 eV Å⁻¹

[5]
The following is a quantum chemistry calculation of a single C22H25N3O3 molecule, from the Open Molecules 2025 dataset.

The geometry in ORCA input format:
```
! wB97M-V def2-TZVPD RIJCOSX def2/J DEFGRID3
* xyz 0 1
C 1.3843 0.5184 -6.1027
C 2.2203 -0.1448 -5.1147
C 2.5278 0.6010 -3.8786
C 1.4145 0.9568 -3.0701
C 1.7802 1.6534 -1.8133
C 2.4682 0.4466 -0.7831
N 1.5224 -0.4312 -0.3143
C 0.6687 0.0086 0.7130
O 0.8733 1.2985 1.1777
C -0.6630 -0.7529 1.1344
C -1.3523 -0.3036 2.3133
O -2.5095 -1.1027 2.7830
N -1.0723 0.8180 2.8575
C -1.8663 1.5716 3.7556
C -1.3996 2.8393 4.2552
C -2.2386 3.3843 5.1096
C -2.8946 2.7966 5.8967
C -3.4288 1.5027 5.4788
C -4.5315 0.9345 6.1438
N -2.6736 0.8342 4.4490
C -0.8163 -2.1224 0.7144
O -1.7528 -2.7657 1.0362
C -0.0250 -2.3324 -0.4601
C -0.2819 -3.8942 -1.0777
C 0.5604 -4.4895 -1.9705
C 1.6202 -3.4488 -2.4018
C 1.8254 -2.2817 -1.9828
C 0.9920 -1.7382 -0.9427
H 1.6822 1.4508 -6.4860
H 0.3064 0.6651 -5.7163
H 0.9868 -0.0673 -6.9671
H 3.0847 -0.4972 -5.7983
H 1.9238 -1.2438 -4.9933
H 3.4600 0.2338 -3.3778
H 3.0879 1.7606 -4.2238
H 0.8443 -0.0834 -3.0870
H 0.7375 1.7436 -3.4608
H 2.7385 2.2043 -1.9352
H 1.1053 2.0659 -1.3093
H 3.3084 -0.1308 -1.0314
H 2.9867 0.7499 0.1588
H -0.3448 1.4817 2.3202
H -0.4641 3.4506 3.6421
H -1.7506 4.3507 5.5488
H -3.4349 3.3801 6.6438
H -4.7960 -0.1546 5.5989
H -5.5873 1.5195 5.8943
H -4.3976 0.7172 7.1859
H -2.3132 -2.5038 1.9006
H -1.2024 -4.3316 -0.6233
H 0.6034 -5.3210 -2.2473
H 2.2745 -3.9265 -3.2159
H 2.8089 -1.8702 -2.3258
*
```

## Properties
**SMILES**: CCCCCCn1c(=O)c(C(=O)Nc2cccc(C)n2)c(O)c2ccccc21
**ΔE to the lowest compared entry with this formula, charge and spin**: 381.8 kcal/mol
**Strongest force on any atom**: 18.06 eV Å⁻¹

[6]
The following is a quantum chemistry calculation of 2 unconnected molecules or ions with the total composition C5H9F2N, from the Open Molecules 2025 dataset.

The geometry in ORCA input format:
```
! wB97M-V def2-TZVPD RIJCOSX def2/J DEFGRID3
* xyz 0 1
C -0.9925 -2.4445 -0.6764
C -0.6344 -1.3682 0.3434
C -1.2229 -0.1840 0.4411
F -2.2495 0.2886 -0.3072
F -1.1224 0.6251 1.5154
H -1.1519 -2.2202 -1.6986
H -0.1038 -3.1701 -0.6284
H -2.0448 -2.8196 -0.6072
H 0.1223 -1.4305 1.0588
C 0.5968 1.0153 -0.9957
N 1.6299 1.0456 -0.1908
C 1.6009 1.9825 0.9687
H -0.0665 1.8562 -1.0095
H 0.6605 0.3703 -1.7946
H 1.0646 2.8400 0.6094
H 1.2585 1.4266 1.8633
H 2.6553 2.1871 1.1083
*
```

## Properties
**SMILES**: CC=C(F)F.C=NC
**ΔE to the lowest compared entry with this formula, charge and spin**: 55.0 kcal/mol
**Strongest force on any atom**: 5.64 eV Å⁻¹

[7]
The following is a quantum chemistry calculation of 4 unconnected molecules or ions with the total composition C4H12O3, from the Open Molecules 2025 dataset.

The geometry in ORCA input format:
```
! wB97M-V def2-TZVPD RIJCOSX def2/J DEFGRID3
* xyz 0 1
C 0.0935 2.6067 0.0423
C 0.2305 1.1746 -0.2432
C 0.8930 0.8100 -1.5302
C -0.7922 0.2409 0.1927
O 0.5767 3.4995 -0.5951
H -0.5218 2.7803 0.9533
H 1.1530 0.2296 2.3181
H 1.8281 1.3822 -1.6707
H 0.2694 1.0165 -2.4082
H 1.2109 -0.2425 -1.4968
H -0.3949 -0.3530 1.0500
H -1.0672 -0.4832 -0.5849
H -1.7428 0.7565 0.3999
H -2.1639 -3.1786 0.4636
H 0.8698 -0.4075 2.5647
O -1.7174 -2.3354 0.4501
H 1.0883 -2.9617 0.1209
H -0.4580 -2.4001 0.0734
O 0.6450 -2.1348 -0.0997
*
```

## Properties
**ΔE to the lowest compared entry with this formula, charge and spin**: 151.1 kcal/mol
**Strongest force on any atom**: 5.10 eV Å⁻¹